9
Properties=species:S:1:pos:R:3:forces:R:3:nbo_charge:R:1 method="wB97M-V/def2-TZVPD" smiles="C=C=O.O=NO" e_tot_ev=-9751.033 de_lowest_kj_mol=487.83 homo_energy_ev=-9.8
C -0.025278 1.417798 -1.198635 -1.0 1.0 -4.0 -0.767
C 0.709765 0.439295 -0.847532 1.7 -0.7 1.0 0.740
O 1.492826 -0.313739 -0.419290 -0.1 0.0 -0.6 -0.518
H -0.633381 1.934241 -0.563294 -1.2 1.0 2.2 0.268
H -0.317704 1.716918 -2.247564 1.0 -0.9 1.1 0.276
O -1.703211 -0.983112 1.823994 0.5 -0.2 -0.5 -0.272
N -0.782738 -0.878945 1.100506 0.0 0.2 0.4 0.337
O 0.211292 -1.795422 1.406829 0.4 -0.3 0.6 -0.566
H 1.048429 -1.537035 0.944986 -1.2 0.1 -0.1 0.502